Density functional theory data (ωB97M-V/def2-TZVPD) for a cluster of 3 separate species, C29H52N2O9 in total.

Computed properties:
Energy: -52321.52638 eV
Multiplicity: 3
Orbital gap (alpha / beta): 0.3236 / 0.3611 Ha
LUMO level (alpha / beta): 0.5803 / 0.3691 eV
ΔE to the lowest compared entry with this formula, charge and spin: 0.0 kcal/mol
Expectation value of S²: 2.01

Cartesian coordinates (Å):
C  6.13  4.20  2.71
C  4.95  4.33  1.74
C  4.07  3.09  1.62
C  2.58  3.43  1.81
C  2.25  3.63  3.28
O  1.20  4.61  3.35
C  1.07  5.28  4.50
O  0.25  6.13  4.67
O  4.40  2.06  2.62
C  3.99  0.87  2.12
O  3.95  -0.15  2.73
O  3.63  1.01  0.82
C  4.30  2.22  0.39
C  3.88  2.67  -0.99
C  5.06  2.93  -1.92
O  6.07  3.72  -1.28
C  7.29  3.19  -1.11
O  8.16  3.75  -0.52
H  6.54  5.18  2.91
H  5.81  3.77  3.66
H  6.92  3.58  2.29
H  4.33  5.18  2.04
H  5.34  4.57  0.75
H  1.94  2.66  1.38
H  2.35  4.36  1.29
H  1.89  2.71  3.74
H  3.12  3.99  3.84
H  1.79  4.98  5.28
H  5.37  1.96  0.43
H  3.31  1.86  -1.43
H  3.22  3.54  -0.94
H  4.72  3.50  -2.79
H  5.49  1.99  -2.27
H  7.43  2.23  -1.64
C  -2.52  2.38  -0.91
C  -1.30  2.37  -1.84
C  -1.64  1.71  -3.18
C  -1.87  0.20  -3.07
C  -0.67  -0.49  -2.42
C  -0.23  0.13  -1.09
N  -0.15  1.63  -1.24
O  0.99  2.04  -1.67
C  -1.19  -0.27  0.03
C  1.15  -0.37  -0.71
C  -0.89  3.82  -2.05
H  -3.22  3.14  -1.27
H  -3.07  1.44  -0.89
H  -2.23  2.64  0.10
H  -0.82  1.89  -3.88
H  -2.52  2.21  -3.60
H  -2.78  0.00  -2.51
H  -2.03  -0.21  -4.07
H  -0.90  -1.54  -2.24
H  0.17  -0.46  -3.12
H  -0.97  0.27  0.95
H  -1.07  -1.34  0.23
H  -2.23  -0.13  -0.22
H  1.88  -0.20  -1.50
H  1.11  -1.44  -0.49
H  1.50  0.15  0.18
H  -0.59  4.28  -1.10
H  -1.74  4.37  -2.45
H  -0.06  3.91  -2.75
C  -5.76  -3.99  0.61
C  -4.49  -3.82  -0.23
C  -4.63  -4.55  -1.57
C  -4.62  -6.07  -1.43
C  -3.37  -6.54  -0.69
C  -3.12  -5.84  0.65
N  -3.27  -4.35  0.47
O  -2.19  -3.79  0.08
C  -4.07  -6.37  1.74
C  -1.70  -6.11  1.13
C  -4.29  -2.33  -0.45
H  -6.54  -3.36  0.19
H  -6.15  -5.00  0.63
H  -5.59  -3.67  1.64
H  -3.80  -4.25  -2.22
H  -5.55  -4.21  -2.06
H  -5.52  -6.42  -0.92
H  -4.63  -6.52  -2.42
H  -3.43  -7.62  -0.49
H  -2.49  -6.39  -1.33
H  -4.00  -5.76  2.64
H  -3.78  -7.39  1.98
H  -5.11  -6.40  1.43
H  -0.96  -5.85  0.38
H  -1.61  -7.17  1.36
H  -1.48  -5.54  2.04
H  -4.13  -1.82  0.50
H  -5.17  -1.91  -0.92
H  -3.43  -2.14  -1.09

---

Density functional theory data (ωB97M-V/def2-TZVPD) for a cluster of 5 separate species, C29H53BIN3O19PS in total at a distorted geometry.

Computed properties:
Energy: -103202.23445 eV
Charge: +1
Multiplicity: 1
Orbital gap: 0.3129 Ha
LUMO level: -2.6713 eV

Cartesian coordinates (Å):
C  1.71  0.87  0.96
B  0.20  1.11  1.17
O  -0.11  2.14  2.02
C  -1.07  0.28  0.51
C  -1.96  -0.06  1.74
C  -3.29  -0.77  1.53
N  -3.75  -1.16  2.87
N  -1.88  1.30  -0.30
C  -1.82  1.09  -1.79
C  -2.44  2.30  -2.51
C  -2.40  2.30  -4.05
C  -1.13  1.68  -4.65
I  -4.17  1.58  -4.99
C  -2.38  -0.30  -2.06
P  -4.26  -0.66  -1.80
O  -4.63  -1.26  -3.25
O  -5.05  0.77  -1.63
N  -1.71  -1.33  -1.27
C  -1.73  -2.65  -1.87
C  -0.70  -2.91  -2.95
O  -0.27  -4.01  -3.17
C  -0.68  -0.94  -0.36
O  0.55  -0.71  -1.07
S  -0.18  -2.35  0.77
C  0.88  -3.44  -0.15
O  0.58  -1.82  1.87
O  -1.37  -3.09  1.14
H  2.01  -0.14  0.68
H  2.01  1.52  0.12
H  2.28  1.19  1.83
H  -1.01  2.46  2.01
H  -2.20  0.87  2.26
H  -1.37  -0.63  2.46
H  -4.04  -0.05  1.18
H  -3.25  -1.63  0.87
H  -3.06  -1.78  3.27
H  -4.60  -1.71  2.79
H  -2.87  1.32  -0.03
H  -1.52  2.24  -0.14
H  -0.76  1.16  -2.01
H  -1.76  3.14  -2.27
H  -3.41  2.58  -2.11
H  -2.35  3.36  -4.30
H  -0.92  2.19  -5.58
H  -1.24  0.63  -4.90
H  -0.27  1.85  -4.00
H  -2.18  -0.49  -3.13
H  -5.55  -1.57  -3.26
H  -5.17  0.99  -0.70
H  -1.69  -3.48  -1.16
H  -2.69  -2.77  -2.39
H  -0.35  -2.03  -3.54
H  0.36  -0.51  -1.99
H  1.70  -3.67  0.53
H  0.32  -4.34  -0.37
H  1.28  -2.98  -1.05
C  -3.75  -6.96  4.04
C  -4.12  -6.17  2.81
C  -3.39  -4.86  2.63
O  -4.32  -4.10  1.85
C  -5.57  -4.57  2.14
O  -6.57  -4.04  1.80
O  -5.49  -5.71  2.86
H  -2.75  -7.38  3.94
H  -3.79  -6.33  4.93
H  -4.46  -7.77  4.19
H  -4.01  -6.80  1.92
H  -2.44  -4.95  2.10
H  -3.23  -4.34  3.58
C  7.19  -0.80  0.06
C  6.41  -0.12  -1.03
C  6.89  1.26  -1.41
O  5.68  1.87  -1.90
C  4.65  1.26  -1.29
O  3.52  1.65  -1.33
O  5.05  0.17  -0.61
H  8.17  -1.10  -0.30
H  7.32  -0.14  0.92
H  6.66  -1.69  0.41
H  6.34  -0.77  -1.91
H  7.66  1.26  -2.18
H  7.23  1.83  -0.54
C  -4.25  7.89  -2.42
C  -2.84  7.84  -2.93
C  -2.69  7.83  -4.44
O  -1.44  7.14  -4.61
C  -1.27  6.33  -3.55
O  -0.43  5.49  -3.47
O  -2.20  6.58  -2.60
H  -4.68  8.88  -2.60
H  -4.88  7.14  -2.91
H  -4.28  7.70  -1.35
H  -2.24  8.64  -2.49
H  -2.64  8.82  -4.88
H  -3.47  7.25  -4.93
C  5.74  -1.12  5.73
C  6.83  -1.34  4.72
C  8.21  -1.58  5.27
O  9.05  -1.11  4.20
C  8.35  -0.17  3.52
O  8.81  0.54  2.69
O  7.05  -0.16  3.92
H  5.52  -2.05  6.26
H  6.04  -0.37  6.46
H  4.83  -0.77  5.25
H  6.55  -2.15  4.03
H  8.43  -2.62  5.49
H  8.41  -0.97  6.16

---

Density functional theory data (ωB97M-V/def2-TZVPD) for a cluster of 8 separate species, C29H53F8NO10 in total at a distorted geometry.

Computed properties:
Structure (SMILES): O=C1NC(=O)c2c(CCOCC(F)(F)C(F)(F)C(F)(F)C(F)F)cccc21.CCO.CCO.CCO.CCO.CCO.CCO.CCO
Energy: -74634.15810 eV
Multiplicity: 1
Orbital gap: 0.3386 Ha
LUMO level: -0.3595 eV

Cartesian coordinates (Å):
O  -1.88  -6.22  -4.07
C  -1.29  -5.20  -4.19
N  0.08  -5.00  -4.65
C  0.63  -3.72  -4.19
O  1.76  -3.40  -4.06
C  -0.66  -2.91  -3.88
C  -0.79  -1.50  -3.59
C  0.39  -0.50  -3.54
C  1.19  -0.32  -4.89
O  2.55  -0.73  -4.68
C  3.42  0.37  -4.46
C  3.72  0.70  -2.97
F  4.66  1.73  -2.99
F  2.62  1.25  -2.32
C  4.37  -0.45  -2.12
F  5.72  -0.48  -2.40
F  3.82  -1.68  -2.30
C  4.27  -0.15  -0.55
F  4.53  1.15  -0.25
F  5.21  -0.97  0.04
C  2.87  -0.64  0.03
F  2.33  0.29  0.90
F  2.97  -1.88  0.61
C  -2.12  -0.99  -3.30
C  -3.27  -1.87  -3.29
C  -3.15  -3.30  -3.56
C  -1.83  -3.77  -3.87
H  -0.08  -4.88  -5.66
H  1.13  -0.83  -2.76
H  0.04  0.51  -3.20
H  0.76  -1.08  -5.61
H  1.07  0.68  -5.35
H  4.41  0.17  -4.96
H  3.05  1.32  -4.93
H  2.11  -0.74  -0.79
H  -2.21  0.09  -3.08
H  -4.27  -1.45  -3.05
H  -4.00  -4.00  -3.53
C  -0.41  -1.92  1.40
C  -1.42  -1.01  0.73
O  -1.92  -1.61  -0.47
H  0.42  -2.13  0.73
H  -0.03  -1.46  2.31
H  -0.87  -2.88  1.65
H  -0.96  -0.06  0.46
H  -2.27  -0.80  1.39
H  -2.33  -2.45  -0.22
C  -2.50  3.89  1.35
C  -3.05  2.78  2.23
O  -2.26  1.60  2.10
H  -2.48  3.58  0.31
H  -3.10  4.80  1.44
H  -1.46  4.12  1.63
H  -4.07  2.54  1.94
H  -3.05  3.08  3.28
H  -1.36  1.82  2.37
C  5.16  4.25  0.02
C  4.97  5.75  -0.14
O  3.83  6.18  0.60
H  4.28  3.71  -0.33
H  6.03  3.91  -0.55
H  5.30  3.99  1.07
H  4.80  6.00  -1.19
H  5.85  6.29  0.22
H  3.98  5.96  1.53
C  -1.41  -3.66  5.53
C  -2.42  -2.76  4.84
O  -2.91  -3.37  3.65
H  -0.58  -3.87  4.86
H  -1.03  -3.20  6.44
H  -1.87  -4.62  5.79
H  -1.96  -1.81  4.57
H  -3.27  -2.55  5.51
H  -3.33  -4.20  3.90
C  -5.95  -0.25  4.63
C  -5.63  1.23  4.72
O  -4.24  1.43  4.95
H  -5.66  -0.75  5.55
H  -7.01  -0.41  4.46
H  -5.39  -0.72  3.82
H  -6.17  1.69  5.54
H  -5.91  1.75  3.79
H  -3.76  1.03  4.21
C  -2.62  -8.23  2.11
C  -3.52  -7.02  2.28
O  -3.31  -6.41  3.55
H  -2.81  -8.96  2.90
H  -2.78  -8.70  1.14
H  -1.57  -7.94  2.19
H  -4.57  -7.31  2.23
H  -3.33  -6.28  1.50
H  -2.38  -6.14  3.60
C  5.27  8.90  -2.20
C  4.12  9.75  -1.70
O  2.93  8.97  -1.62
H  5.04  8.48  -3.19
H  6.19  9.49  -2.28
H  5.45  8.05  -1.53
H  3.93  10.58  -2.38
H  4.34  10.16  -0.71
H  3.09  8.24  -1.00

---

Density functional theory data (ωB97M-V/def2-TZVPD) for a cluster of 7 separate species, C29H53FN2O21S in total at a distorted geometry.

Computed properties:
Structure (SMILES): NC[C@H](O)CN(CCc1ccccc1)S(=O)(=O)F.COC(=O)OC.COC(=O)OC.COC(=O)OC.COC(=O)OC.COC(=O)OC.COC(=O)OC
Energy: -90462.93467 eV
Multiplicity: 1
Orbital gap: 0.3552 Ha
LUMO level: 0.2746 eV

Cartesian coordinates (Å):
N  -2.56  0.39  -1.93
C  -2.77  -0.19  -0.59
C  -1.58  0.08  0.33
O  -1.72  1.36  0.96
C  -0.26  0.06  -0.46
N  0.93  0.07  0.44
C  2.01  1.00  -0.02
C  1.53  2.45  -0.09
C  1.75  3.12  -1.44
C  2.34  4.38  -1.49
C  2.56  5.02  -2.69
C  2.18  4.42  -3.88
C  1.59  3.17  -3.85
C  1.38  2.52  -2.64
S  1.50  -1.43  0.69
O  0.52  -2.22  1.33
O  2.83  -1.36  1.21
F  1.65  -2.02  -0.77
H  -3.41  0.82  -2.28
H  -2.33  -0.33  -2.60
H  -2.95  -1.27  -0.66
H  -3.64  0.29  -0.15
H  -1.49  -0.67  1.11
H  -1.71  2.02  0.26
H  -0.26  0.93  -1.11
H  -0.27  -0.82  -1.11
H  2.47  0.67  -0.96
H  2.79  0.94  0.73
H  0.47  2.50  0.16
H  2.06  3.05  0.65
H  2.64  4.86  -0.56
H  3.04  5.99  -2.72
H  2.35  4.91  -4.84
H  1.27  2.68  -4.76
H  0.93  1.54  -2.66
C  -5.05  5.05  -1.71
O  -5.02  5.53  -3.06
C  -4.43  4.69  -3.92
O  -3.96  3.62  -3.65
O  -4.47  5.25  -5.12
C  -3.87  4.46  -6.15
H  -5.54  5.83  -1.13
H  -5.61  4.12  -1.64
H  -4.04  4.90  -1.33
H  -4.38  3.51  -6.26
H  -2.81  4.28  -5.94
H  -3.97  5.03  -7.07
C  7.70  3.14  3.79
O  7.23  2.48  2.61
C  6.65  1.30  2.85
O  6.51  0.80  3.94
O  6.25  0.78  1.70
C  5.60  -0.49  1.81
H  8.14  4.07  3.44
H  6.88  3.35  4.47
H  8.46  2.54  4.29
H  4.70  -0.41  2.41
H  6.28  -1.23  2.24
H  5.33  -0.78  0.80
C  -2.76  -5.62  -0.62
O  -4.13  -6.03  -0.65
C  -4.91  -5.32  -1.45
O  -4.55  -4.38  -2.13
O  -6.15  -5.80  -1.37
C  -7.12  -5.14  -2.17
H  -2.26  -6.29  0.07
H  -2.32  -5.70  -1.61
H  -2.68  -4.59  -0.27
H  -6.87  -5.22  -3.22
H  -7.20  -4.09  -1.88
H  -8.06  -5.65  -1.98
C  -1.59  -1.89  3.40
O  -2.16  -2.14  4.69
C  -3.45  -1.83  4.79
O  -4.15  -1.39  3.91
O  -3.86  -2.10  6.03
C  -5.24  -1.82  6.27
H  -0.55  -2.18  3.46
H  -2.10  -2.48  2.64
H  -1.67  -0.83  3.16
H  -5.87  -2.42  5.62
H  -5.45  -0.76  6.12
H  -5.42  -2.09  7.31
C  7.80  -0.45  7.06
O  9.16  -0.42  7.53
C  9.56  0.76  7.99
O  8.89  1.76  8.04
O  10.82  0.65  8.40
C  11.38  1.85  8.92
H  7.63  -1.46  6.70
H  7.12  -0.22  7.87
H  7.66  0.25  6.23
H  10.82  2.18  9.80
H  11.38  2.64  8.17
H  12.40  1.61  9.21
C  -5.28  -3.30  -5.03
O  -5.26  -2.83  -6.38
C  -4.72  -3.67  -7.25
O  -4.26  -4.76  -6.99
O  -4.76  -3.12  -8.46
C  -4.20  -3.93  -9.50
H  -5.76  -2.51  -4.45
H  -5.86  -4.21  -4.95
H  -4.28  -3.47  -4.66
H  -4.74  -4.87  -9.59
H  -3.15  -4.13  -9.30
H  -4.30  -3.35  -10.41

---

> Which value of multiplicity does entry 4 give?

1